Entry 1:
Below is C6H12N2O in the gas phase, with properties calculated with the ωB97M-V functional and the def2-TZVPD basis.

Energy above the lowest of the compared OMol25 structures with the same formula, charge and spin   121.4 kcal per mole
Multiplicity   1
LUMO   0.026 Ha
E_HOMO   -8.538 eV

Structure (XYZ):
```
21
C6H12N2O the ωB97M-V functional and the def2-TZVPD basis
C -2.08 -0.22 -0.78
N -1.46 0.16 0.61
C -0.54 -1.01 0.89
C 0.74 -0.70 0.23
N 1.26 -1.57 -0.82
C 1.75 0.12 1.09
C 0.82 0.83 0.15
O 1.30 1.31 -1.10
C -0.64 1.43 0.51
H -1.50 0.23 -1.81
H -2.39 -1.36 -0.82
H -3.11 0.38 -0.90
H -0.53 -1.28 1.95
H -1.01 -1.89 0.27
H 2.49 -1.84 -0.75
H 0.77 -1.25 -1.75
H 2.78 0.14 0.86
H 1.71 0.22 2.17
H 1.48 2.37 -1.01
H -1.06 1.93 -0.40
H -0.78 2.01 1.43
```

Mulliken population analysis, charges in e, atoms 1 to 6: -0.67 -0.20 -0.98 0.65 -0.61 -1.42

---

Entry 2:
Below is 2 unconnected molecules or ions with the total composition C6H12N2O, with properties calculated with the ωB97M-V functional and the def2-TZVPD basis.

Energy above the lowest of the compared OMol25 structures with the same formula, charge and spin   61.8 kcal per mole
Multiplicity   1
LUMO   0.031 Ha
E_HOMO   -8.665 eV

Structure (XYZ):
```
21
C6H12N2O the ωB97M-V functional and the def2-TZVPD basis
C 1.74 0.61 1.94
C 0.61 0.69 0.98
C 0.46 -0.68 0.38
C 0.72 -0.88 -0.96
N 0.34 -2.20 -1.28
C 0.00 -2.73 0.03
N 0.04 -1.90 1.02
H 2.62 0.39 1.48
H 1.64 -0.23 2.61
H 1.72 1.52 2.42
H -0.21 1.26 1.43
H 0.73 1.48 0.17
H 1.07 -0.09 -1.60
H -0.15 -2.41 -2.10
H -0.19 -3.86 0.08
C -2.35 3.09 -0.91
O -1.00 2.38 -1.00
H -3.08 2.32 -0.91
H -2.23 3.64 0.01
H -2.53 3.76 -1.71
H -1.06 1.33 -0.90
```

Mulliken population analysis, charges in e, atoms 1 to 6: -1.63 -0.23 0.40 -0.53 -0.23 -0.19

---

Entry 3:
Below is C6H12N2O in the gas phase, with properties calculated with the ωB97M-V functional and the def2-TZVPD basis.

Energy above the lowest of the compared OMol25 structures with the same formula, charge and spin   91.7 kcal per mole
Multiplicity   1
LUMO   0.032 Ha
E_HOMO   -7.911 eV

Structure (XYZ):
```
21
C6H12N2O the ωB97M-V functional and the def2-TZVPD basis
C 0.41 2.25 1.25
C 0.94 -1.88 -0.41
C -1.34 -1.30 -1.20
N -0.02 0.90 0.90
N 0.05 -0.84 -0.97
C 0.23 0.56 -0.47
C -0.65 0.16 1.84
C 0.70 1.24 -1.51
O -1.02 -1.00 1.76
H -0.77 0.71 2.79
H 1.49 2.35 1.13
H -0.09 2.98 0.62
H 0.15 2.46 2.29
H 0.63 -2.16 0.59
H 0.92 -2.75 -1.07
H -1.32 -2.19 -1.82
H -1.87 -0.50 -1.71
H -1.83 -1.52 -0.25
H 1.96 -1.47 -0.39
H 0.51 -0.30 -1.93
H 0.94 2.30 -1.44
```

Mulliken population analysis, charges in e, atoms 1 to 6: -1.06 -0.86 -0.84 0.18 0.15 -0.12

---

Entry 4:
Below is C6H12N2O in the gas phase, with properties calculated with the ωB97M-V functional and the def2-TZVPD basis.

Energy above the lowest of the compared OMol25 structures with the same formula, charge and spin   104.8 kcal per mole
Multiplicity   1
LUMO   0.033 Ha
E_HOMO   -7.645 eV

Structure (XYZ):
```
21
C6H12N2O the ωB97M-V functional and the def2-TZVPD basis
C 0.09 -2.11 0.24
C 2.23 -0.12 -0.09
C 0.57 1.78 -0.15
N -1.73 -0.36 -0.18
C -1.45 -0.12 1.50
C -0.18 -0.63 0.21
C 0.78 0.29 -0.06
N -2.30 0.69 -0.90
O -1.74 0.97 1.86
H -2.14 -1.26 -0.42
H -1.71 0.94 -1.69
H -2.39 1.48 -0.26
H -0.83 -2.69 0.22
H 0.71 -2.42 -0.61
H 0.61 -2.37 1.17
H 2.42 -1.10 -0.54
H 2.84 0.59 -0.67
H 2.65 -0.14 0.92
H 1.42 2.31 0.29
H 0.48 2.12 -1.19
H -0.32 2.13 0.37
```

Mulliken population analysis, charges in e, atoms 1 to 6: -1.61 -1.64 -1.54 0.20 -0.13 1.13

---

Entry 5:
Below is 2 unconnected molecules or ions with the total composition C6H12N2O, with properties calculated with the ωB97M-V functional and the def2-TZVPD basis.

Energy above the lowest of the compared OMol25 structures with the same formula, charge and spin   258.1 kcal per mole
Multiplicity   1
LUMO   0.028 Ha
E_HOMO   -7.466 eV

Structure (XYZ):
```
21
C6H12N2O the ωB97M-V functional and the def2-TZVPD basis
C 2.66 0.78 -1.50
C 0.55 0.69 -0.44
C -0.64 -0.25 -0.84
C -2.47 -0.99 0.10
C -1.79 0.16 1.19
C -0.28 0.26 0.76
H 2.52 -0.35 -2.13
H 2.37 1.82 -2.09
H 3.68 0.78 -1.10
H 2.53 0.02 0.51
H 0.11 1.78 -0.66
H -1.44 0.46 -1.00
H -3.06 -2.05 0.50
H -3.29 0.07 -0.58
H -1.93 -0.25 2.32
H -2.27 0.92 0.80
H 1.41 -0.61 2.02
H 0.21 -1.82 1.63
N 1.90 0.74 -0.32
N 0.49 -0.73 1.59
O -1.25 -1.45 -0.75
```

Mulliken population analysis, charges in e, atoms 1 to 6: -0.75 0.10 -0.53 -0.38 -1.16 0.67

---

Entry 6:
Below is 2 unconnected molecules or ions with the total composition C6H12N2O, with properties calculated with the ωB97M-V functional and the def2-TZVPD basis.

Total charge   +1
Energy above the lowest of the compared OMol25 structures with the same formula, charge and spin   44.6 kcal per mole
Multiplicity   2
LUMO (spin up / spin down)   -0.159 / -0.300 Ha
E_HOMO (spin up / spin down)   -13.045 / -13.042 eV
<S²>   0.761

Structure (XYZ):
```
21
C6H12N2O the ωB97M-V functional and the def2-TZVPD basis
C -0.79 1.03 -3.43
C 0.10 -0.82 -0.39
C -0.21 0.14 -2.27
C 1.04 -0.48 -2.38
N -0.75 0.00 -1.04
N 1.28 -1.09 -1.10
H 0.05 -1.22 0.59
H 2.08 -1.72 -0.87
H 1.79 -0.37 -3.09
H -0.25 1.85 -3.73
H -1.54 1.65 -2.99
H -1.20 0.36 -4.19
C 0.19 0.37 2.69
C -1.26 -0.17 2.52
O 0.45 0.65 4.08
H 1.04 -0.39 2.57
H 0.37 1.16 1.85
H -1.98 0.54 2.00
H 0.90 1.54 4.21
H -1.53 -0.26 3.56
H -1.50 -1.13 2.03
```

Mulliken population analysis, charges in e, atoms 1 to 6: -1.11 -0.23 0.70 -0.31 -0.36 -0.08

---

Entry 7:
Below is C6H12N2O2 in the gas phase, with properties calculated with the ωB97M-V functional and the def2-TZVPD basis.

Energy above the lowest of the compared OMol25 structures with the same formula, charge and spin   131.6 kcal per mole
Multiplicity   1
LUMO (spin up / spin down)   0.009 / 0.008 Ha
E_HOMO (spin up / spin down)   -5.961 / -5.740 eV

Structure (XYZ):
```
22
C6H12N2O2 the ωB97M-V functional and the def2-TZVPD basis
C 1.97 0.24 0.08
C 1.13 -1.05 0.20
C -0.15 -0.90 -0.37
C 3.45 0.08 0.28
C -3.39 0.44 0.85
C -2.46 -0.10 -0.21
N 1.59 1.43 -0.12
N 0.45 1.77 -0.48
O -0.35 -1.31 -1.60
O -1.20 -0.51 0.34
H 1.61 -1.85 -0.41
H 1.23 -1.25 1.24
H 3.77 0.12 1.26
H 3.92 0.91 -0.20
H 3.79 -0.83 -0.26
H -4.28 0.73 0.31
H -3.62 -0.21 1.72
H -2.92 1.27 1.44
H -2.30 0.74 -0.98
H -2.97 -0.84 -0.89
H 0.20 2.66 -0.15
H 0.52 -1.56 -2.06
```

Mulliken population analysis, charges in e, atoms 1 to 6: 0.65 -0.66 0.67 -1.19 -1.18 -0.20

---

Entry 8:
Below is 2 unconnected molecules or ions with the total composition C6H12N2O2, with properties calculated with the ωB97M-V functional and the def2-TZVPD basis.

Energy above the lowest of the compared OMol25 structures with the same formula, charge and spin   79.7 kcal per mole
Multiplicity   1
LUMO   0.029 Ha
E_HOMO   -8.661 eV

Structure (XYZ):
```
22
C6H12N2O2 the ωB97M-V functional and the def2-TZVPD basis
C 1.69 -0.85 1.93
C 1.59 -0.69 0.63
C 2.18 -0.87 -0.68
N 1.24 0.23 -0.37
C 1.70 1.61 -0.38
H 1.09 -0.27 2.61
H 2.29 -1.65 2.34
H 1.80 -1.64 -1.34
H 3.22 -0.59 -0.84
H 2.70 1.73 0.04
H 1.67 1.98 -1.41
H 0.99 2.19 0.22
N -1.21 -0.08 -1.30
C -1.49 0.49 -0.10
O -1.28 1.64 0.24
C -2.81 -0.27 0.58
O -3.39 -1.25 -0.26
H -0.40 0.33 -1.75
H -1.59 -0.99 -1.49
H -3.52 0.54 0.78
H -2.59 -0.75 1.54
H -3.89 -0.84 -0.98
```

Mulliken population analysis, charges in e, atoms 1 to 6: -0.88 0.19 -0.50 0.12 -1.07 0.28

---

Entry 9:
Below is a molecular structure, C6H12N2O2, with properties calculated with the ωB97M-V functional and the def2-TZVPD basis.

Energy above the lowest of the compared OMol25 structures with the same formula, charge and spin   119.9 kcal per mole
Multiplicity   1
LUMO   0.027 Ha
E_HOMO   -9.793 eV

Structure (XYZ):
```
22
C6H12N2O2 the ωB97M-V functional and the def2-TZVPD basis
C -2.96 -1.17 0.13
C -2.95 0.35 0.15
O -1.84 0.87 0.89
C -0.65 0.86 0.28
N 0.34 1.39 0.84
C 1.69 1.03 0.45
C 2.19 -0.14 1.31
C 1.87 0.79 -1.02
N 1.44 1.07 -2.11
H -2.11 -1.56 -0.44
H -2.95 -1.57 1.15
H -3.89 -1.51 -0.36
H -2.93 0.76 -0.86
H -3.84 0.74 0.66
H -0.64 0.33 -0.68
H 2.33 1.90 0.68
H 1.69 -1.07 1.01
H 3.28 -0.27 1.20
H 1.99 0.07 2.36
O 2.70 -0.95 -1.77
H 3.21 -1.51 -1.17
H 2.01 -0.42 -2.71
```

Mulliken population analysis, charges in e, atoms 1 to 6: -0.97 -0.33 -0.43 -0.01 -0.42 0.64

---

Entry 10:
Below is C6H12N2O2S in the gas phase, with properties calculated with the ωB97M-V functional and the def2-TZVPD basis.

Energy above the lowest of the compared OMol25 structures with the same formula, charge and spin   104.8 kcal per mole
Multiplicity   1
LUMO   0.026 Ha
E_HOMO   -8.385 eV

Structure (XYZ):
```
23
C6H12N2O2S the ωB97M-V functional and the def2-TZVPD basis
C 1.32 -0.44 -0.96
C 0.70 0.80 -0.31
C 2.60 -1.87 0.54
C 0.31 1.83 -1.39
C -0.66 1.42 1.49
C -1.12 -2.12 0.41
N 1.98 -1.28 -0.30
N -0.38 0.40 0.49
O -1.71 -0.51 -1.58
O -2.81 -0.20 0.58
S -1.58 -0.50 -0.18
H 0.85 -0.71 -1.84
H 1.47 1.25 0.37
H 3.72 -1.76 0.62
H -0.58 1.52 -1.86
H 1.26 1.93 -1.99
H 0.11 2.64 -0.80
H 0.29 1.79 1.89
H -1.14 2.11 0.89
H -1.40 1.06 2.26
H -2.06 -2.60 0.94
H -0.77 -2.83 -0.39
H -0.36 -1.94 1.13
```

Mulliken population analysis, charges in e, atoms 1 to 6: -0.80 -0.24 -0.40 -1.43 -1.09 -0.91

---

Entry 11:
Below is C6H12N2O2S in the gas phase, with properties calculated with the ωB97M-V functional and the def2-TZVPD basis.

Energy above the lowest of the compared OMol25 structures with the same formula, charge and spin   94.8 kcal per mole
Multiplicity   1
LUMO   0.021 Ha
E_HOMO   -9.218 eV

Structure (XYZ):
```
23
C6H12N2O2S the ωB97M-V functional and the def2-TZVPD basis
C 1.20 2.61 -0.41
C 1.10 1.31 -0.79
N 0.86 0.07 -0.17
C 0.10 0.23 1.03
C -1.28 0.68 0.55
S -2.00 -0.50 -0.65
N -3.32 0.00 -1.29
O -1.95 -1.76 0.12
C 1.41 -1.12 -0.64
C 1.17 -2.44 0.16
O 2.07 -1.10 -1.64
H 1.49 3.36 -1.11
H 1.04 3.00 0.49
H 1.51 1.02 -1.72
H 0.46 1.00 1.69
H 0.01 -0.66 1.80
H -1.89 0.69 1.49
H -1.39 1.59 0.03
H -0.91 -0.84 -1.51
H -3.66 -0.56 -2.05
H 0.07 -2.61 -0.09
H 1.43 -2.18 1.16
H 1.69 -3.33 -0.09
```

Mulliken population analysis, charges in e, atoms 1 to 6: -1.09 -0.09 0.03 -0.76 -0.76 0.75

---

Entry 12:
Below is 2 unconnected molecules or ions with the total composition C6H12N2O3, with properties calculated with the ωB97M-V functional and the def2-TZVPD basis.

Energy above the lowest of the compared OMol25 structures with the same formula, charge and spin   115.2 kcal per mole
Multiplicity   1
LUMO   -0.004 Ha
E_HOMO   -9.038 eV

Structure (XYZ):
```
23
C6H12N2O3 the ωB97M-V functional and the def2-TZVPD basis
C -1.56 -1.44 -0.20
C -2.20 1.33 -0.05
C 0.61 0.22 -1.68
C 0.79 1.45 0.32
C 1.13 -0.85 0.47
C -1.06 0.03 0.10
N -2.73 -1.68 0.42
N 0.39 0.24 -0.23
O -1.75 2.35 -0.50
O -0.91 -2.33 -0.78
O -3.31 1.01 0.30
H 0.34 -0.70 -2.17
H -0.08 0.89 -2.16
H 1.64 0.67 -1.82
H 0.38 1.46 1.29
H 1.89 1.80 0.19
H 0.35 2.28 -0.23
H 0.84 -0.83 1.62
H 0.65 -1.81 0.17
H 2.17 -0.81 0.47
H -1.23 -0.07 1.74
H -3.42 -0.96 0.55
H -3.14 -2.63 0.15
```

Mulliken population analysis, charges in e, atoms 1 to 6: 0.27 0.69 -0.89 -1.06 -0.84 -0.36